Molecular formula: C20H32N7O4SSeV
Method: DFT, ωB97M-V/def2-TZVPD

Its orbital gap (alpha / beta) is 6.1276 / 7.3258 eV. Its expectation value of S² is 3.762. As for the relative energy (zero: lowest compared OMol25 entry of this formula, charge and spin): 2.43 kcal per mole. As for the spin multiplicity: 4. As for the molar mass: 596.49 g/mol. For the HOMO energy (alpha / beta), the calculation gives -3.72 / -4.93 eV. Its charge is -1.

Geometry as XYZ:
```
66
Properties=species:S:1:pos:R:3:forces:R:3
H -1.58455 -2.07634 -1.54976 0.08 -0.02 -0.01
O -0.34822 -3.10943 0.63067 -0.19 -0.13 0.02
C -3.76808 2.80330 -0.78246 0.20 0.12 -0.17
O -0.26672 -0.89850 0.91622 -0.12 0.28 -0.10
O 0.27830 -0.85474 -3.88698 0.04 0.05 -0.06
C -3.85906 -1.65900 1.81590 -0.11 -0.02 -0.23
S 2.85473 -0.47720 -0.60351 -0.28 -0.19 0.08
C 6.00822 -2.03242 -2.06055 0.07 0.03 0.03
H -4.46765 -2.50892 1.48623 0.07 -0.02 0.02
C 0.38242 1.40942 -3.09999 0.01 0.01 -0.21
C -0.55635 -1.75584 -1.32031 -0.03 -0.34 -0.30
C -2.41476 2.50764 -0.74542 -0.07 0.27 -0.32
H -1.71204 2.97420 -1.42512 -0.10 0.05 -0.05
Se 3.12747 3.84844 2.56299 -0.57 -0.51 -0.39
H 6.69491 -1.49578 -1.41343 0.00 0.03 0.02
H -5.99731 -1.03972 5.56145 -0.02 -0.03 0.03
H 1.10180 1.52757 -3.91755 -0.12 -0.02 0.06
H -2.10885 -2.81113 2.30992 0.04 -0.05 -0.06
C 3.74748 -2.08608 -2.90540 -0.04 -0.02 0.04
N -1.88110 1.63614 0.10235 -0.45 0.04 0.15
H -3.40837 -1.24873 0.91348 0.00 -0.05 0.10
N 4.77407 -1.28563 -2.25397 0.06 0.13 0.06
C 0.10040 -0.09783 -2.92074 0.01 0.04 -0.14
H 0.79640 3.05878 -1.89689 0.00 -0.05 -0.03
H -5.67752 2.35993 0.11851 -0.06 0.01 0.02
V 0.02398 0.87439 -0.11187 0.88 -0.29 0.03
H 2.89982 -1.47032 -3.19760 0.00 -0.04 -0.01
H 1.81761 1.80314 -1.69323 -0.04 0.04 0.05
N 0.83997 2.04631 -1.85145 0.08 -0.02 0.17
N -4.78456 -0.67859 2.38771 0.02 0.03 0.01
C 5.01851 1.35953 0.27757 -0.01 0.05 0.04
C 6.31623 1.01970 -1.76360 0.04 -0.06 -0.08
O -5.88938 1.28174 2.46219 -0.14 0.02 -0.06
N 5.29159 0.51317 -0.87281 0.02 -0.14 0.04
C -5.30715 -0.64444 4.81480 -0.05 0.01 0.12
H 3.38268 -2.87740 -2.24230 -0.03 0.00 -0.05
C -4.07255 1.23983 0.97947 0.10 -0.27 0.22
C 1.85836 2.76435 1.79112 0.74 0.72 0.56
H 4.39406 2.21776 0.01297 0.03 0.00 0.03
H -0.55549 1.89299 -3.39178 0.06 -0.07 -0.09
H 0.10280 -2.44041 -1.86712 -0.06 0.02 0.14
C -4.61662 2.16022 0.09390 0.03 -0.05 0.03
H -2.21405 0.35011 1.64973 0.00 -0.01 0.03
H 5.97080 1.71835 0.66766 -0.01 0.05 0.03
C 4.37760 -0.40796 -1.26378 -0.10 0.12 -0.14
N -0.33436 -0.38728 -1.71143 -0.03 0.28 0.59
C -5.67323 -1.16931 3.43739 -0.08 -0.07 -0.09
H 6.50059 -2.21467 -3.01756 -0.01 0.00 -0.02
H 6.20153 2.10349 -1.84777 0.02 0.00 -0.04
N 1.05196 2.09232 1.29846 -0.21 -0.17 -0.22
H -3.25504 -2.62264 3.65398 -0.02 -0.04 0.03
H -5.37235 0.44155 4.83945 0.00 0.01 -0.05
H 5.78608 -3.00109 -1.59579 0.03 0.01 -0.01
H -5.61458 -2.25945 3.41057 -0.01 0.04 0.04
H 4.19734 -2.53302 -3.79237 -0.02 -0.02 -0.04
C -4.98489 0.59783 1.99198 0.12 0.17 0.03
H -6.69722 -0.88137 3.18622 0.06 0.01 0.04
H 6.20713 0.57256 -2.74965 0.02 0.02 0.03
C -0.36913 -1.96527 0.19248 0.13 0.04 -0.07
H -2.20188 -1.29417 3.16796 0.02 0.11 -0.01
H -4.29732 -0.94005 5.09438 0.05 -0.02 -0.02
H 4.49356 0.80132 1.04714 0.03 0.01 -0.01
H 7.32250 0.81575 -1.38570 0.00 -0.01 0.00
C -2.79920 -2.12491 2.79708 0.04 -0.02 0.00
H -4.12868 3.52682 -1.50054 -0.04 0.00 0.02
C -2.70266 1.03100 0.96646 -0.09 -0.08 0.16
```
Positions in Å, forces in eV/Å.


Molecular formula: C20H32O11S2
Method: DFT, ωB97M-V/def2-TZVPD

Its orbital gap is 9.3610 eV. As for the relative energy (zero: lowest compared OMol25 entry of this formula, charge and spin): 169.36 kcal per mole. As for the molar mass: 512.60 g/mol. For the HOMO energy, the calculation gives -9.36 eV.

Geometry as XYZ:
```
65
Properties=species:S:1:pos:R:3:forces:R:3
H -1.65102 4.27142 0.38825 1.08 -0.98 -0.99
S 1.92278 0.77846 0.51685 2.18 3.31 -0.70
H -5.79675 0.54812 -1.11352 0.95 -1.18 1.41
H -0.05868 4.18866 -0.55254 -1.63 -1.15 -0.02
C -0.96527 3.56379 -0.21194 -0.36 -0.43 0.86
C -3.41936 0.18378 1.71659 -2.97 -2.12 -2.86
C 0.11168 1.10459 0.12905 -0.63 -0.82 1.11
O 7.50538 -0.60026 2.45021 0.31 -0.49 0.20
H -1.36202 2.21907 -2.12794 -0.60 0.78 1.83
H -3.32822 2.88309 1.11616 -0.97 -0.74 -1.25
C -3.63733 -1.32332 1.97069 -1.27 1.25 -2.04
H 5.53320 0.69465 1.06152 -0.13 -0.04 0.07
C 8.09637 0.55634 2.79560 0.56 0.48 -0.02
S -3.16518 3.74132 -3.33841 -0.59 -0.05 -5.18
H -6.16270 -2.14001 -0.69397 1.31 1.09 1.29
H 2.13592 -0.63564 -1.19281 -0.15 0.31 0.75
H 6.24576 1.58123 3.33715 -0.08 -0.01 -0.27
H -3.44346 1.54822 -1.65397 0.11 1.57 0.90
C 5.42077 -0.38034 1.21558 0.04 0.15 -0.12
H 0.65919 -2.64299 -3.74323 0.10 0.03 0.25
O 2.68417 1.83328 -0.26812 -2.09 -3.10 1.82
C 6.08941 -0.83242 2.49714 -0.22 0.10 -0.24
H 7.18020 2.30607 1.99783 -0.05 -0.07 0.08
O -1.89791 4.17266 -2.32656 -2.47 -1.39 -1.38
C -4.22133 0.83461 0.55209 0.24 -2.66 1.39
H -1.20787 -5.09661 0.25810 -0.12 -0.01 -0.09
H -0.45182 0.23221 0.63408 0.89 1.15 -1.28
H 5.96025 -1.91192 2.60745 0.29 0.10 0.03
C -2.06190 -4.16756 -1.48915 0.04 -0.36 0.06
H 5.87670 -0.87284 0.35266 -0.03 -0.07 0.12
H 0.49593 2.93182 1.34589 -1.53 -0.63 -0.79
H -0.32817 -4.02977 -3.37186 0.08 -0.14 0.20
C -5.44031 -1.53634 -0.03349 2.87 2.49 2.16
H 1.13980 -3.71051 -2.40446 -0.10 -0.01 -0.03
O 2.24763 -0.71173 -0.21598 -0.54 1.73 1.31
O -3.51927 4.81854 -4.31477 0.62 -1.74 4.34
H -2.18957 -4.33366 -2.56102 0.13 0.07 0.03
H -2.71084 0.84660 2.31324 -1.10 -1.30 -0.76
H -3.04139 -1.81260 2.82145 -1.11 0.73 -1.52
C 0.29007 -3.25688 -2.91967 -0.13 0.02 -0.60
C -3.97128 2.41520 0.29462 -1.37 -0.61 -0.77
H -0.27905 -5.36974 -1.20494 -0.09 -0.06 -0.06
O 9.29953 0.61953 2.90526 -0.74 -0.41 -0.14
O -0.11795 -1.21803 -1.79129 -0.38 -0.51 0.09
O 2.21698 0.79117 1.98557 -1.14 -1.22 -3.74
H -5.02419 2.89104 0.29325 1.76 -0.47 0.13
C -5.22236 -0.01557 -0.28839 1.62 -0.98 2.11
C -1.84458 2.99236 -1.41858 1.02 1.28 -0.54
C -3.38934 2.60546 -1.18755 0.21 -3.30 -0.07
O -1.44961 -2.89525 -1.23117 -0.23 0.59 0.07
H 5.64430 -0.37708 3.38452 0.07 0.09 -0.07
O -4.25245 3.36853 -2.11572 2.51 1.12 -0.32
C -4.60760 -2.18256 1.11418 0.05 3.20 -0.85
H 7.71928 2.44352 3.68663 0.14 -0.06 -0.25
C -1.29538 -5.28685 -0.81456 0.23 0.00 0.05
H -1.80114 -6.24357 -0.96210 0.01 0.08 0.00
H -4.74104 -3.30852 1.31437 0.34 2.08 -0.21
C -0.45444 -2.37058 -1.95946 0.33 0.03 -0.07
H -1.15682 2.22081 1.66536 1.10 0.24 -1.64
H 0.04230 1.07255 -1.00526 0.12 -0.10 1.67
O -2.96795 2.49235 -4.14595 0.31 2.26 3.41
H 4.35533 -0.61675 1.23302 0.17 0.00 0.05
H -3.06708 -4.11429 -1.06408 0.16 0.30 0.00
C 7.24453 1.78625 2.95611 -0.25 0.19 0.57
C -0.41487 2.45688 0.81202 1.12 0.39 0.51
```
Positions in Å, forces in eV/Å.


Molecular formula: C20H33AlN5OS2
Method: DFT, ωB97M-V/def2-TZVPD

Its orbital gap is 9.0912 eV. As for the relative energy (zero: lowest compared OMol25 entry of this formula, charge and spin): 0.00 kcal per mole. As for the molar mass: 450.63 g/mol. For the HOMO energy, the calculation gives -17.74 eV. Its charge is +3.

Geometry as XYZ:
```
62
Properties=species:S:1:pos:R:3:forces:R:3
C -0.18559 -1.42712 -2.97731 -0.09 0.03 0.01
C -2.09299 -3.00410 0.12611 0.01 0.05 0.01
H 1.67616 -3.12356 0.53046 0.00 0.01 0.01
N 2.53654 0.75551 -1.37961 -0.01 -0.16 -0.11
H -0.39334 3.17807 0.82242 -0.01 0.00 -0.02
H 3.40880 1.00815 -1.82337 0.01 -0.02 0.00
Al -0.20469 -0.34974 -0.23450 0.33 -0.79 -0.59
H 2.68931 2.62473 -3.19544 0.00 0.00 0.01
C 1.45137 1.47440 -1.86342 -0.01 0.10 0.01
H -3.69322 -2.11714 -0.99593 -0.01 0.02 0.00
C -2.29408 2.80775 1.80486 0.12 0.02 -0.03
H 0.14925 1.26805 3.11147 0.01 0.11 0.01
H 3.16496 -1.05939 3.45801 0.00 0.00 0.00
H -2.71319 -3.49207 0.87568 -0.01 -0.02 -0.02
H -1.86126 -3.74732 -0.63486 0.00 0.01 0.00
H -2.46085 -0.09808 -1.46293 -0.04 -0.04 -0.04
H 1.56584 -1.28937 -1.95085 0.01 -0.04 -0.04
H -0.30096 0.07618 5.31339 0.02 -0.02 -0.01
C 0.62812 3.18669 -3.31660 -0.04 -0.01 0.02
O -1.14632 0.56869 0.96560 -0.14 0.40 0.30
N 1.62856 -0.17459 0.58895 -0.09 0.01 0.09
C 3.06609 -0.70780 2.44113 0.02 0.01 -0.02
C 1.68243 2.44760 -2.83994 0.03 0.00 -0.01
C -0.84099 1.18457 3.56077 -0.03 -0.17 -0.06
H -1.50139 3.54918 -3.11479 0.00 0.00 0.01
H -0.47926 3.81194 2.47415 -0.01 -0.01 0.01
S -0.54259 -2.50545 0.93972 0.03 0.03 0.02
H -3.17458 -1.16357 0.39123 -0.01 0.01 -0.01
H 1.66653 -3.49868 -1.89305 -0.01 0.00 -0.03
C 0.75399 -3.09775 -1.44993 -0.03 -0.04 0.10
H 0.01214 -0.42627 -3.35780 0.02 0.00 0.01
N 0.63234 -1.64237 -1.75577 0.04 0.12 0.10
H -1.06328 2.11580 4.08235 -0.07 0.01 0.00
H -1.92919 -2.63542 -2.55282 -0.01 0.01 0.00
H 4.84349 0.42621 -0.20223 -0.01 0.01 -0.01
H -1.99536 -0.09545 4.88061 0.00 -0.01 0.00
N -1.93486 -0.94896 -1.28662 0.01 0.24 0.12
C 4.00051 0.11401 0.40071 0.03 0.03 0.01
H -2.87549 3.15371 2.66502 -0.03 -0.02 -0.01
C -0.65115 2.96661 -2.79084 0.03 0.01 -0.03
H 0.94237 -0.87544 2.41801 0.01 0.00 -0.02
C -1.65731 -1.58292 -2.61151 0.11 -0.02 -0.02
H 0.60386 -4.47599 0.20662 0.03 -0.01 0.00
H -2.97121 2.79747 0.94866 -0.02 -0.02 0.01
C -0.80009 1.99010 -1.84955 0.01 0.01 0.02
C -2.82021 -1.78748 -0.42949 0.02 -0.07 0.04
C 1.83134 -0.60133 1.86671 0.01 0.01 0.00
C 2.70322 0.22517 -0.10426 0.01 0.06 0.06
H -0.07344 -3.61624 -1.93070 0.01 0.01 -0.03
H 5.18224 -0.45020 2.08769 0.01 0.01 -0.01
C -0.98757 -0.02602 4.47406 0.04 0.05 -0.02
H -2.28534 -1.14162 -3.38393 -0.02 -0.02 0.00
H -1.76478 1.80765 -1.39606 0.00 0.00 0.01
C 0.74512 -3.40899 0.03850 -0.03 0.03 -0.02
C 4.18541 -0.36239 1.67580 -0.04 -0.02 0.03
H 0.79088 3.94700 -4.06927 0.01 0.00 0.00
C -1.04749 3.64195 1.56176 0.00 0.00 -0.01
H -0.75907 -0.96019 3.95768 -0.02 -0.02 0.00
S -1.99604 1.07441 2.17113 -0.06 0.02 0.05
N 0.22207 1.20807 -1.40321 -0.14 0.10 0.09
H -1.35054 4.61652 1.18111 0.01 0.00 0.01
H 0.08479 -2.13319 -3.76377 -0.01 0.00 -0.01
```
Positions in Å, forces in eV/Å.


Question: relative energy (zero: lowest compared OMol25 entry of this formula, charge and spin) of number 3 (C20H33AlN5OS2)?
Answer: 0.00 kcal per mole